Arrangement 1

Formula: C3H6O2
Source: the OMol25 dataset
Level of theory: ωB97M-V/def2-TZVPD

The value obtained for the molar mass is 74.1 Da. The multiplicity is 1. Its structure (SMILES) is COCC=O. The value obtained for the HOMO energy is -9.398 eV. The value obtained for the orbital gap is 0.3789 Eh.

Structure (XYZ):
```
11
Properties=species:S:1:pos:R:3:nbo_charge:R:1
C 0.539 0.691 1.295 -0.41
O 0.758 0.903 -0.288 -0.57
C -0.227 0.180 -0.975 -0.18
C -0.428 -1.287 -0.579 0.40
O -1.509 -1.823 -0.621 -0.51
H -0.560 0.681 1.482 0.20
H 1.267 0.000 0.675 0.34
H 0.909 1.607 1.782 0.20
H 0.065 0.186 -2.034 0.22
H -1.177 0.704 -0.851 0.19
H 0.485 -1.861 -0.309 0.11
```

Arrangement 2

Formula: C3H6O2
Source: the OMol25 dataset
Level of theory: ωB97M-V/def2-TZVPD

The value obtained for the molar mass is 74.1 Da. The multiplicity is 1. The value obtained for the HOMO energy is -9.129 eV. The value obtained for the orbital gap is 0.3589 Eh.

Structure (XYZ):
```
11
Properties=species:S:1:pos:R:3:nbo_charge:R:1
C -0.586 0.545 -1.200 -0.68
C -0.237 -0.185 0.047 0.43
O -1.127 -0.893 0.666 -0.62
C 1.033 -0.234 0.747 0.02
O 1.057 -1.051 1.732 -0.75
H -1.521 1.099 -1.086 0.24
H 0.218 1.230 -1.485 0.24
H -0.723 -0.190 -2.000 0.25
H 0.460 0.883 0.952 0.17
H -0.508 -1.322 1.390 0.51
H 1.933 0.105 0.211 0.19
```

Which of them is most stable? Easy: arrangement 2.

Arrangement 1

Formula: C3H6O2
Source: the OMol25 dataset
Level of theory: ωB97M-V/def2-TZVPD

The value obtained for the molar mass is 74.1 Da. The multiplicity is 1. Its structure (SMILES) is O=CCCO. The value obtained for the HOMO energy is -9.693 eV. The value obtained for the orbital gap is 0.3830 Eh.

Structure (XYZ):
```
11
Properties=species:S:1:pos:R:3:nbo_charge:R:1
O -1.294 0.595 -0.885 -0.72
C -0.933 -0.163 0.255 -0.06
C 0.496 -0.633 0.042 -0.54
C 1.486 0.508 -0.021 0.44
O 2.669 0.376 0.188 -0.52
H -2.174 0.963 -0.743 0.47
H -1.594 -1.032 0.386 0.17
H -0.997 0.444 1.173 0.16
H 0.546 -1.169 -0.916 0.24
H 0.814 -1.330 0.824 0.24
H 1.060 1.497 -0.288 0.12
```

Arrangement 2

Formula: C3H6O2
Source: the OMol25 dataset
Level of theory: ωB97M-V/def2-TZVPD

The value obtained for the molar mass is 74.1 Da. The multiplicity is 1. Its structure (SMILES) is CC(=O)CO. The value obtained for the HOMO energy is -10.330 eV. The value obtained for the orbital gap is 0.4105 Eh.

Structure (XYZ):
```
11
Properties=species:S:1:pos:R:3:nbo_charge:R:1
C -0.424 -0.679 1.272 -0.72
C 0.318 -0.348 0.014 0.58
O 1.290 -0.970 -0.372 -0.56
C -0.116 0.835 -0.810 -0.16
O 0.628 0.876 -1.977 -0.71
H 0.230 -1.142 2.004 0.24
H -0.912 0.185 1.718 0.23
H -1.202 -1.397 1.021 0.25
H 0.109 1.643 -0.095 0.18
H 1.278 0.129 -1.810 0.49
H -1.198 0.867 -0.965 0.19
```

Which of them is most stable? Easy: arrangement 2.

Arrangement 1

Formula: C3H6O2
Source: the OMol25 dataset
Level of theory: ωB97M-V/def2-TZVPD

The value obtained for the molar mass is 74.1 Da. The multiplicity is 1. Its structure (SMILES) is O=CCCO. The value obtained for the HOMO energy is -9.944 eV. The value obtained for the orbital gap is 0.3941 Eh.

Structure (XYZ):
```
11
Properties=species:S:1:pos:R:3:nbo_charge:R:1
O 0.701 -0.977 -1.465 -0.72
C 0.451 0.299 -0.904 -0.06
C -0.723 0.268 0.079 -0.55
C -0.324 -0.081 1.491 0.45
O -0.906 0.295 2.479 -0.51
H 1.350 -1.437 -0.924 0.47
H 0.208 0.965 -1.737 0.19
H 1.356 0.702 -0.425 0.17
H -1.406 -0.511 -0.281 0.25
H -1.281 1.210 0.103 0.24
H 0.575 -0.733 1.585 0.09
```

Arrangement 2

Formula: C3H6O2
Source: the OMol25 dataset
Level of theory: ωB97M-V/def2-TZVPD

The value obtained for the molar mass is 74.1 Da. The multiplicity is 1. Its structure (SMILES) is O=C[C@@H]1CO1.[H][H]. The value obtained for the HOMO energy is -10.154 eV. The value obtained for the orbital gap is 0.3967 Eh.

Structure (XYZ):
```
11
Properties=species:S:1:pos:R:3:nbo_charge:R:1
O 1.051 -0.821 -1.488 -0.48
C 1.376 -0.284 -0.457 0.40
C 0.488 0.685 0.284 -0.07
C -0.754 0.488 1.062 -0.08
O -0.783 0.874 -0.293 -0.46
H -1.180 -1.219 -1.506 0.04
H 2.421 -0.358 -0.096 0.12
H 1.056 1.591 0.518 0.19
H -1.478 -1.757 -1.088 -0.05
H -1.059 1.298 1.730 0.19
H -1.140 -0.496 1.332 0.20
```

Which of them is most stable? Easy: arrangement 1.

Arrangement 1

Formula: C8H8N4O4
Source: the OMol25 dataset
Level of theory: ωB97M-V/def2-TZVPD

The value obtained for the molar mass is 224.2 Da. The multiplicity is 1. Its structure (SMILES) is O=c1cc[nH]c(=O)[nH]1.O=c1cc[nH]c(=O)[nH]1. The value obtained for the HOMO energy is -9.947 eV. The value obtained for the orbital gap is 0.3531 Eh.

Structure (XYZ):
```
24
Properties=species:S:1:pos:R:3:nbo_charge:R:1
C -0.599 2.765 1.587 0.68
C -1.078 3.204 0.234 -0.36
C -2.207 2.936 -0.292 0.04
C -3.120 1.998 1.768 0.79
C 2.322 -4.005 -0.594 0.64
C 2.195 -3.566 -1.878 -0.40
C 2.045 -2.396 -2.364 0.10
C 2.020 -1.534 -0.143 0.77
H -1.808 2.183 3.207 0.42
H -0.467 3.760 -0.479 0.23
H -2.468 3.403 -1.275 0.23
H -4.226 1.957 0.034 0.44
H 2.099 -3.034 1.206 0.42
H 2.169 -4.363 -2.752 0.24
H 1.614 -2.186 -3.311 0.23
H 1.710 -0.335 -1.737 0.43
N -1.765 2.283 2.218 -0.67
N -3.216 2.157 0.435 -0.63
N 2.561 -2.803 0.302 -0.65
N 2.236 -1.317 -1.454 -0.61
O 0.363 3.003 2.211 -0.53
O -4.025 1.707 2.580 -0.62
O 2.228 -5.163 -0.099 -0.54
O 1.416 -0.652 0.596 -0.62
```

Arrangement 2

Formula: C8H8N4O4
Source: the OMol25 dataset
Level of theory: ωB97M-V/def2-TZVPD

The value obtained for the molar mass is 224.2 Da. The multiplicity is 1. Its structure (SMILES) is O=c1cc[nH]c(=O)[nH]1.O=c1cc[nH]c(=O)[nH]1. The value obtained for the HOMO energy is -9.298 eV. The value obtained for the orbital gap is 0.3589 Eh.

Structure (XYZ):
```
24
Properties=species:S:1:pos:R:3:nbo_charge:R:1
C 1.837 -0.958 -0.653 0.64
C 2.502 -1.711 0.363 -0.41
C 3.404 -1.131 1.193 0.09
C 3.297 0.940 0.015 0.78
C -2.740 -1.184 -0.149 0.65
C -3.917 -0.788 0.610 -0.40
C -4.130 0.511 0.958 0.08
C -2.150 1.311 -0.235 0.79
H 2.019 0.901 -1.527 0.44
H 2.266 -2.795 0.557 0.25
H 3.773 -1.705 2.027 0.22
H 4.490 0.638 1.680 0.44
H -1.109 -0.228 -1.075 0.45
H -4.604 -1.522 0.972 0.24
H -4.956 0.831 1.601 0.22
H -3.579 2.483 0.647 0.42
N 2.393 0.315 -0.801 -0.63
N 3.823 0.142 1.064 -0.60
N -1.986 -0.017 -0.565 -0.67
N -3.289 1.520 0.570 -0.61
O 0.851 -1.260 -1.342 -0.61
O 3.739 2.080 -0.138 -0.61
O -2.350 -2.311 -0.340 -0.56
O -1.429 2.208 -0.601 -0.61
```

Which of them is most stable? Easy: arrangement 2.